{"formula": "C3HClO2", "method": "ωB97M-V with the def2-TZVPD basis set", "species": ["C", "C", "C", "O", "O", "Cl", "H"], "coordinates": [[1.9751, -0.0051, 0.2931], [1.0031, -0.6725, -0.0289], [-1.5567, 0.3441, -0.2735], [-0.9511, 1.2888, -0.0494], [-0.1225, -1.1161, -0.2922], [-3.1318, -0.3087, -0.3284], [2.7840, 0.4695, 0.6792]], "forces_ev_per_a": [[-2.14, -1.48, -1.01], [0.69, 1.91, 0.76], [2.09, -1.95, 0.66], [-1.00, 0.70, -0.23], [-2.82, -0.53, -0.75], [1.33, 0.44, -0.14], [1.85, 0.91, 0.71]], "nbo_charge": [-0.42, 0.34, 0.69, -0.38, -0.60, 0.15, 0.22], "energy_ev": -19739.6850, "orbital_gap_ev": [7.03, 7.03], "molar_mass_g_mol": 104.49, "homo_energy_ev": [-8.55, -8.55]}

{"formula": "C3H4F2S", "method": "ωB97M-V with the def2-TZVPD basis set", "species": ["F", "C", "C", "S", "C", "F", "H", "H", "H", "H"], "coordinates": [[1.3741, 0.8112, -0.8654], [0.3793, -0.2332, -1.3067], [-0.1938, -0.6036, 0.0688], [-0.1886, -2.1292, 0.6977], [-0.3223, 0.6205, 1.1138], [-0.6826, 1.6528, 0.2869], [0.6715, -1.2061, -1.8690], [-0.5720, 0.1456, -1.8334], [-1.2150, 0.3926, 1.9611], [0.7494, 0.5495, 1.7461]], "forces_ev_per_a": [[-1.55, -2.45, -2.34], [-1.72, 0.07, 1.53], [1.54, -0.87, 2.63], [-0.42, 1.28, -0.99], [-0.60, -3.55, 1.11], [0.40, 0.95, 1.30], [0.65, 2.13, 1.04], [2.01, 0.51, 0.22], [2.40, 0.67, -2.51], [-2.72, 1.26, -2.00]], "nbo_charge": [-0.36, -0.05, -0.13, 0.06, -0.02, -0.35, 0.23, 0.21, 0.20, 0.22], "energy_ev": -19442.9217, "orbital_gap_ev": 8.35, "molar_mass_g_mol": 110.13, "homo_energy_ev": -9.14}

{"formula": "C9H27CeClIOP2", "method": "ωB97M-V with the def2-TZVPD basis set", "species": ["C", "I", "H", "H", "H", "Ce", "P", "C", "C", "H", "H", "H", "H", "H", "H", "C", "H", "H", "H", "P", "C", "C", "H", "H", "H", "C", "H", "H", "H", "H", "H", "H", "Cl", "C", "C", "O", "H", "H", "H", "H", "H", "H"], "coordinates": [[1.5094, 2.9668, -4.9360], [1.1046, 1.4442, -3.4437], [0.9917, 3.8757, -4.6270], [1.1314, 2.5991, -5.8963], [2.5933, 3.1159, -4.9706], [0.0418, 0.1286, -0.0132], [-2.1964, -0.2493, -1.0131], [-2.1750, -1.5774, -2.1607], [-3.4051, -0.6186, 0.2467], [-4.3700, -0.7161, -0.2611], [-3.7429, 1.0127, -2.2296], [-3.4585, 0.1857, 0.9965], [-2.7670, 2.0785, -1.1625], [-1.8794, -2.5253, -1.6810], [-3.1708, -1.5620, 0.7671], [-2.7399, 1.2151, -1.8468], [-3.1842, -1.6710, -2.5633], [-2.0659, 1.4657, -2.6825], [-1.4658, -1.3830, -2.9815], [2.0247, 0.8251, 1.2878], [3.4319, -0.1460, 0.8935], [2.3972, 2.5272, 0.9568], [0.8462, 1.2782, 3.3428], [2.6176, 1.0610, 3.5474], [1.5467, -0.3616, 3.3352], [1.7257, 0.6873, 3.0417], [1.5374, 3.1764, 1.1873], [3.2476, 2.7976, 1.5863], [4.2622, 0.2300, 1.4909], [3.6820, -0.0693, -0.1777], [2.6587, 2.6723, -0.1035], [3.2661, -1.2122, 1.1210], [-1.1607, 2.0087, 1.3049], [-0.1059, -3.5330, 2.5352], [-0.2181, -2.6212, 1.3080], [-0.5166, -1.2172, 1.8658], [0.7183, -3.2123, 3.1694], [0.1023, -4.5238, 2.1409], [-1.0320, -3.5485, 3.0972], [0.6992, -2.5481, 0.7737], [-1.0573, -2.8769, 0.6785], [-1.4247, -1.1787, 2.0754]], "forces_ev_per_a": [[0.10, 0.37, -0.27], [0.08, -0.04, -0.11], [0.08, -0.28, 0.03], [0.06, -0.08, 0.48], [-0.36, -0.19, 0.17], [1.15, -0.03, -1.74], [-3.81, 0.12, -0.49], [0.01, -1.10, -0.95], [-0.86, -0.26, 0.40], [-0.14, -0.13, 0.39], [-0.03, 0.30, -0.17], [0.01, -0.17, -0.37], [-0.05, -0.41, -0.17], [-0.23, 0.27, -0.17], [-0.21, 0.19, -0.28], [-0.43, 0.88, -0.66], [0.05, -0.34, -0.29], [-0.30, -0.15, 0.23], [-0.31, -0.02, 0.16], [2.20, 1.74, 3.05], [1.15, -0.83, -0.44], [0.37, 0.99, -0.27], [0.38, -0.14, -0.20], [-0.09, -0.04, 0.33], [0.16, 0.45, -0.13], [0.10, -0.18, 0.94], [0.32, -0.31, 0.03], [0.05, 0.32, -0.14], [0.33, -0.26, -0.11], [0.05, 0.06, 0.36], [0.03, -0.02, 0.34], [0.13, 0.36, 0.06], [0.21, -0.38, -0.33], [0.37, 0.12, -1.19], [-1.45, 0.87, 2.86], [2.16, -1.30, -1.59], [-0.04, -0.03, 0.00], [0.02, -0.30, 0.28], [-0.13, -0.01, 0.03], [0.89, 0.12, -0.53], [-0.11, -0.24, -0.37], [-1.90, 0.07, 0.84]], "lowdin_spin": [0.00, 0.00, 0.00, 0.00, 0.00, 1.05, -0.01, 0.00, 0.00, 0.00, 0.00, 0.00, 0.00, 0.00, 0.00, 0.00, 0.00, 0.00, 0.00, -0.01, 0.00, 0.00, 0.00, 0.00, 0.00, 0.00, 0.00, 0.00, 0.00, 0.00, 0.00, 0.00, -0.01, 0.00, 0.00, 0.00, 0.00, 0.00, 0.00, 0.00, 0.00, 0.00], "s_squared": 0.755, "charge": 2, "spin_multiplicity": 2, "energy_ev": -63932.4422, "orbital_gap_ev": [7.75, 7.66], "molar_mass_g_mol": 515.74, "homo_energy_ev": [-14.50, -14.33]}